Below is the molecule C5H8S in a non-equilibrium geometry, with properties calculated with the ωB97M-V functional and the def2-TZVPD basis.

CARTESIAN COORDINATES (ANGSTROEM)
C  -1.873  0.201  0.382
C  -0.738  -0.046  -0.331
C  0.397  -1.071  0.064
C  1.552  -0.059  0.101
C  0.468  1.023  -0.157
H  -1.807  0.807  1.469
H  -1.040  -0.337  -1.285
H  0.742  -1.857  -0.679
H  0.107  -1.417  1.108
H  2.340  -0.341  -0.942
H  2.361  -0.189  0.836
H  0.663  1.692  -1.083
H  0.263  1.702  0.625
S  -3.436  -0.108  -0.108

* energy relative to the best compared isomer or geometry (same formula, charge and spin): 331.16 kJ/mol
* HOMO energy: -8.7 eV
* calculated total energy: -16146.205 eV
* LUMO level: -0.41 eV

These are the Mulliken partial charges, in e, on atoms 1 to 4: C -0.589; C 0.220; C -0.324; C -0.594

=====

Below is a 2-piece molecular cluster, C2H10NS overall, with properties calculated with the ωB97M-V functional and the def2-TZVPD basis.

CARTESIAN COORDINATES (ANGSTROEM)
C  -1.218  0.558  0.199
N  -0.010  0.227  -0.600
C  0.816  1.372  -1.119
H  -1.695  -0.407  0.387
H  -0.943  1.068  1.118
H  -1.883  1.216  -0.351
H  -0.265  -0.375  -1.428
H  0.596  -0.436  -0.052
H  0.145  2.060  -1.622
H  1.528  0.935  -1.817
H  1.371  1.775  -0.276
S  0.874  -2.319  1.461
H  1.091  -2.956  2.642
H  -0.408  -2.719  1.458

* multiplicity: 2
* expectation value of S²: 0.75
* energy relative to the best compared isomer or geometry (same formula, charge and spin): 73.26 kJ/mol
* HOMO energy (alpha / beta): -3.3 / -9.8 eV
* calculated total energy: -14557.886 eV
* LUMO level (alpha / beta): 0.94 / 0.57 eV

These are the Mulliken partial charges, in e, on atoms 1 to 4: C -1.163; N 0.164; C -1.493; H 0.364

=====

Below is the molecule C2HCl3S2 in a non-equilibrium geometry, with properties calculated with the ωB97M-V functional and the def2-TZVPD basis.

CARTESIAN COORDINATES (ANGSTROEM)
C  0.188  -0.476  0.934
C  -0.863  0.447  0.628
S  1.936  -1.276  -1.678
S  1.480  -1.133  0.418
Cl  -2.300  0.310  1.716
Cl  -1.469  0.447  -0.948
Cl  0.096  2.035  1.049
H  0.932  -0.355  -2.119

* energy relative to the best compared isomer or geometry (same formula, charge and spin): 191.94 kJ/mol
* HOMO energy: -9.1 eV
* calculated total energy: -61324.923 eV
* LUMO level: -1.16 eV

These are the Mulliken partial charges, in e, on atoms 1 to 4: C -0.280; C 0.756; S -0.267; S -0.038

=====

Below is C13H23I2OP2RuS as an isolated structure in a non-equilibrium geometry, with properties calculated with the ωB97M-V functional and the def2-TZVPD basis.

CARTESIAN COORDINATES (ANGSTROEM)
I  0.270  4.944  -0.915
I  1.082  0.766  -3.541
Ru  0.282  1.160  -0.960
P  2.335  0.928  0.080
C  3.174  2.548  0.215
C  2.132  0.451  1.842
H  3.086  0.165  2.286
H  4.505  -0.136  -0.130
H  1.446  -0.398  1.914
H  3.160  -1.226  -0.668
H  2.557  3.209  0.838
H  1.709  1.274  2.422
C  3.544  -0.198  -0.670
H  4.188  2.412  0.622
H  3.698  0.108  -1.716
H  3.215  2.939  -0.804
P  -1.994  0.900  -1.265
C  -2.779  2.497  -1.649
C  -2.549  -0.255  -2.561
H  -2.274  -0.390  0.779
H  -3.848  0.092  0.125
H  -2.845  1.266  0.996
C  -2.822  0.425  0.299
H  -2.236  -1.281  -2.321
H  -3.644  -0.191  -2.677
H  -3.838  2.352  -1.901
H  -2.235  2.899  -2.502
H  -2.067  0.038  -3.507
H  -2.651  3.166  -0.791
C  -0.218  2.017  0.618
O  -0.538  2.547  1.620
S  0.405  -1.172  -1.268
C  -0.004  -2.210  0.070
C  -1.328  -2.639  0.265
C  -1.679  -3.286  1.447
C  -0.688  -3.612  2.382
C  0.666  -3.301  2.132
C  1.011  -2.648  0.943
H  -2.059  -2.444  -0.507
H  -2.718  -3.553  1.627
H  -0.950  -4.124  3.297
H  1.450  -3.580  2.844
H  2.047  -2.459  0.693

* multiplicity: 6
* expectation value of S²: 8.78
* total charge: +2
* HOMO energy (alpha / beta): -14.4 / -15.1 eV
* calculated total energy: -64081.549 eV
* LUMO level (alpha / beta): -6.00 / -10.33 eV

These are the Mulliken partial charges, in e, on atoms 1 to 4: I 0.139; I 0.207; Ru -0.255; P 1.111

=====

Below is a 2-piece molecular cluster, C3H7N2O2 overall in a non-equilibrium geometry, with properties calculated with the ωB97M-V functional and the def2-TZVPD basis.

CARTESIAN COORDINATES (ANGSTROEM)
C  -0.314  0.663  -1.250
C  1.218  -0.677  1.093
C  0.998  -1.852  1.601
N  0.203  1.782  -1.616
N  -1.133  0.524  -0.162
O  1.565  0.345  0.617
O  -1.492  -0.671  0.362
H  0.053  -0.187  -1.769
H  -2.358  -0.907  0.080
H  0.022  -2.306  1.567
H  1.615  -2.212  2.332
H  0.777  1.648  -2.366
H  0.123  2.610  -1.103
H  -1.276  1.239  0.613

* total charge: +1
* energy relative to the best compared isomer or geometry (same formula, charge and spin): 304.42 kJ/mol
* HOMO energy: -12.9 eV
* calculated total energy: -10289.656 eV
* LUMO level: -4.15 eV

These are the Mulliken partial charges, in e, on atoms 1 to 4: C 0.114; C 0.908; C -1.025; N -0.208

=====

Below is C2H2FNaO2 as an isolated structure in a non-equilibrium geometry, with properties calculated with the ωB97M-V functional and the def2-TZVPD basis.

CARTESIAN COORDINATES (ANGSTROEM)
H  -1.095  0.459  1.169
O  0.409  1.456  0.089
C  -0.475  0.548  0.222
C  -0.019  -0.911  0.047
O  1.133  -1.191  -0.237
F  -1.547  0.577  -0.850
H  -0.802  -1.697  0.086
Na  2.395  0.759  -0.525

* energy relative to the best compared isomer or geometry (same formula, charge and spin): 6.65 kJ/mol
* HOMO energy: -8.5 eV
* calculated total energy: -13335.350 eV
* LUMO level: -0.80 eV

These are the Mulliken partial charges, in e, on atoms 1 to 4: H 0.157; O -0.897; C 0.254; C 0.069